[1]
Formula: C12H17P
Source: OMol25
Level of theory: ωB97M-V/def2-TZVPD

Geometry as XYZ:
```
30
Properties=species:S:1:pos:R:3:lowdin_charge:R:1
C -0.928 -1.518 1.434 -0.13
C -1.385 -1.072 0.145 -0.73
C -2.785 -0.370 0.245 -0.10
C -1.548 -2.237 -0.900 -0.14
P -0.197 -0.025 -0.954 1.17
C -0.168 1.506 0.064 -0.46
C 0.642 2.584 -0.615 -0.10
C 1.814 2.428 -1.301 -0.11
C 2.621 1.216 -1.490 -0.09
C 2.464 -0.073 -0.968 -0.13
C 1.431 -0.541 -0.035 -0.42
C 1.491 0.168 1.257 -0.11
C 0.646 1.176 1.242 -0.16
H -0.042 -2.095 1.335 0.06
H -0.729 -0.625 2.176 0.12
H -1.654 -2.016 2.056 0.08
H -3.501 -1.225 0.346 0.08
H -2.877 0.278 -0.632 0.06
H -2.740 0.476 1.073 0.11
H -1.621 -1.999 -1.952 0.05
H -0.721 -2.813 -0.812 0.02
H -2.443 -2.853 -0.526 0.11
H -1.121 1.983 0.271 0.11
H 0.355 3.648 -0.644 0.11
H 2.217 3.288 -1.787 0.08
H 3.488 1.351 -2.099 0.08
H 3.212 -0.819 -1.220 0.10
H 1.603 -1.678 0.195 0.15
H 2.109 0.050 2.014 0.07
H 0.366 1.808 2.084 0.12
```

Computed properties:
- SMILES: CC(C)(C)P1[C@@H]2C=CC=C[C@H]1C=C2
- Relative energy (zero: lowest compared OMol25 entry of this formula, charge and spin): 3.773 eV
- Spin multiplicity: 1
- Max |F|: 5.174 eV/A
- HOMO energy: -8.034 eV

---

[2]
Formula: C12H18AgF12O6P2
Source: OMol25
Level of theory: ωB97M-V/def2-TZVPD

Geometry as XYZ:
```
51
Properties=species:S:1:pos:R:3:lowdin_charge:R:1
Ag 0.599 -0.763 -0.329 0.80
P -0.370 1.320 -3.577 0.10
F -0.791 2.413 -4.775 -0.22
F -1.903 0.820 -3.653 -0.19
F -0.074 0.342 -4.797 -0.15
F -0.147 0.234 -2.513 -0.15
F 1.143 1.801 -3.516 -0.13
F -0.848 2.308 -2.336 -0.18
P 3.282 -2.087 -0.671 0.18
F 2.209 -2.170 0.641 -0.24
F 4.456 -1.722 0.338 -0.16
F 3.589 -3.666 -0.445 -0.17
F 4.303 -2.040 -1.870 -0.13
F 2.087 -2.361 -1.770 -0.19
F 3.019 -0.448 -0.803 -0.22
O 0.076 -0.488 1.943 0.09
C 0.041 0.110 2.966 -0.48
O -0.137 1.408 2.982 0.01
C 0.073 2.007 4.226 -0.15
C -0.451 0.907 5.079 -0.18
C 0.063 -0.382 4.449 -0.03
H -0.551 2.900 4.200 0.14
H 1.134 2.159 4.032 0.15
H -1.540 0.893 5.107 0.13
H -0.020 1.000 6.076 0.11
H -0.383 -1.367 4.582 0.13
H 1.112 -0.383 4.748 0.12
O 0.420 1.446 -0.166 0.01
C 0.919 2.568 -0.066 -0.41
O 0.337 3.641 0.564 0.01
C 1.148 4.834 0.449 -0.13
C 2.067 4.481 -0.772 -0.15
C 2.281 2.974 -0.577 -0.07
H 1.753 4.960 1.347 0.12
H 0.586 5.645 -0.014 0.12
H 2.962 5.086 -0.920 0.11
H 1.527 4.803 -1.662 0.11
H 3.161 2.707 0.009 0.13
H 2.370 2.397 -1.497 0.11
O -1.324 -2.484 -0.423 0.05
C -2.293 -3.082 -0.935 -0.39
O -3.576 -2.767 -0.588 0.02
C -4.563 -3.562 -1.268 -0.13
C -3.712 -4.824 -1.624 -0.17
C -2.285 -4.332 -1.821 -0.07
H -5.093 -3.198 -2.148 0.12
H -5.239 -3.987 -0.526 0.12
H -4.067 -5.304 -2.536 0.10
H -3.792 -5.615 -0.879 0.11
H -1.975 -4.067 -2.832 0.13
H -1.581 -5.066 -1.429 0.13
```

Computed properties:
- Relative energy (zero: lowest compared OMol25 entry of this formula, charge and spin): 3.067 eV
- Spin multiplicity: 1
- Max |F|: 4.358 eV/A
- HOMO energy: -6.625 eV
- Total charge: -1

---

[3]
Formula: C12H18As5F30MnO9
Source: OMol25
Level of theory: ωB97M-V/def2-TZVPD

Geometry as XYZ:
```
75
Properties=species:S:1:pos:R:3:lowdin_charge:R:1
Mn 0.040 0.447 1.451 1.01
As -1.288 -3.180 1.365 0.80
F -1.219 -3.043 -0.389 -0.25
F -2.162 -4.715 1.152 -0.30
F -1.296 -3.388 3.081 -0.22
F -0.434 -1.641 1.435 -0.26
F -2.813 -2.383 1.486 -0.23
F 0.231 -4.056 1.248 -0.25
As -2.273 0.506 4.639 0.76
F -1.307 0.330 3.114 -0.30
F -2.355 2.208 4.346 -0.25
F -3.187 0.680 6.125 -0.29
F -2.138 -1.197 4.919 -0.25
F -0.800 0.799 5.505 -0.24
F -3.717 0.252 3.714 -0.25
As 2.365 3.215 2.718 0.77
F 1.991 4.039 1.234 -0.26
F 0.883 3.712 3.475 -0.24
F 2.753 2.406 4.217 -0.25
F 3.835 2.638 2.027 -0.25
F 3.087 4.716 3.290 -0.30
F 1.534 1.744 2.095 -0.30
As -2.240 3.684 0.937 0.78
F -1.051 2.339 1.192 -0.30
F -0.977 4.617 0.138 -0.27
F -3.392 4.960 0.645 -0.28
F -3.469 2.688 1.655 -0.24
F -1.820 4.383 2.444 -0.23
F -2.641 2.929 -0.600 -0.27
As 2.241 -1.414 4.124 0.76
F 3.318 -2.518 4.957 -0.29
F 0.915 -2.321 4.791 -0.25
F 1.115 -0.348 3.262 -0.29
F 3.544 -0.509 3.374 -0.26
F 2.280 -2.474 2.741 -0.25
F 2.249 -0.376 5.502 -0.24
C 2.842 -4.838 -0.353 -0.02
C 2.839 -3.460 -0.995 -0.31
C 1.594 -3.146 -1.798 -0.09
O 1.155 -1.882 -1.273 0.06
C 1.925 -1.552 -0.236 -0.55
O 1.832 -0.545 0.402 0.12
O 2.848 -2.475 0.026 0.11
H 2.350 -4.733 0.621 0.08
H 3.826 -5.218 -0.069 0.07
H 2.290 -5.635 -0.851 0.08
H 3.722 -3.311 -1.623 0.14
H 0.766 -3.842 -1.650 0.12
H 1.746 -3.085 -2.876 0.12
C 2.133 1.178 -4.459 -0.02
C 1.607 2.399 -3.731 -0.28
C 0.059 2.611 -3.715 -0.13
O -0.380 2.129 -2.491 0.09
C 0.690 1.922 -1.684 -0.51
O 0.644 1.651 -0.537 0.15
O 1.831 2.198 -2.323 0.10
H 1.301 0.521 -4.731 0.07
H 2.921 0.606 -3.982 0.09
H 2.511 1.510 -5.436 0.07
H 2.156 3.306 -3.980 0.14
H -0.356 2.117 -4.606 0.11
H -0.092 3.643 -4.056 0.13
C -3.725 0.759 -4.118 -0.03
C -3.354 -0.454 -3.300 -0.28
C -1.895 -0.977 -3.418 -0.10
O -1.294 -0.704 -2.186 0.04
C -2.199 -0.169 -1.319 -0.54
O -1.933 0.194 -0.232 0.17
O -3.360 0.038 -1.953 0.10
H -4.672 1.202 -3.826 0.09
H -3.817 0.514 -5.191 0.08
H -2.926 1.500 -4.190 0.08
H -4.097 -1.246 -3.403 0.15
H -1.437 -0.410 -4.236 0.11
H -1.853 -2.044 -3.632 0.13
```

Computed properties:
- Relative energy (zero: lowest compared OMol25 entry of this formula, charge and spin): 0.444 eV
- Spin multiplicity: 6
- Max |F|: 3.269 eV/A
- HOMO energy (alpha / beta): -3.428 / -4.191 eV
- Total charge: -3

---

[4]
Formula: C12H18Cl5IN3O4PPdS2
Source: OMol25
Level of theory: ωB97M-V/def2-TZVPD

Geometry as XYZ:
```
47
Properties=species:S:1:pos:R:3:lowdin_charge:R:1
Pd -0.595 -1.904 1.727 0.42
Cl -0.608 -1.043 5.099 0.56
C 0.864 -0.657 4.244 -0.69
C 0.997 -0.942 2.883 -0.24
C 2.232 -0.598 2.342 -0.68
Cl 2.578 -0.907 0.655 0.67
C 3.259 0.015 3.071 -0.71
Cl 4.769 0.464 2.321 0.59
C 3.079 0.280 4.420 -0.72
Cl 4.341 1.036 5.350 0.60
C 1.872 -0.066 5.014 -0.71
Cl 1.656 0.249 6.715 0.60
C -2.911 -0.784 -1.735 -0.11
N -1.838 0.064 -2.254 -0.30
C -2.142 0.789 -3.464 -0.13
P -0.494 0.383 -1.353 0.48
O -0.250 -0.698 -0.384 -0.38
N -0.621 1.925 -0.762 -0.30
C -1.924 2.538 -0.513 -0.13
C 0.343 2.222 0.311 -0.11
N 0.789 0.517 -2.402 -0.30
C 1.377 1.720 -2.935 -0.14
C 1.458 -0.716 -2.789 -0.12
H -3.782 -0.185 -1.441 0.07
H -2.575 -1.348 -0.868 0.02
H -3.214 -1.493 -2.513 0.08
H -3.023 1.433 -3.339 0.07
H -2.355 0.098 -4.288 0.08
H -1.304 1.420 -3.766 0.07
H -2.651 2.211 -1.254 0.06
H -1.823 3.626 -0.593 0.07
H -2.310 2.274 0.473 0.01
H 1.317 1.781 0.091 0.06
H -0.006 1.817 1.266 0.07
H 0.465 3.306 0.393 0.08
H 0.827 2.594 -2.593 0.07
H 1.373 1.711 -4.034 0.07
H 2.422 1.820 -2.613 0.08
H 1.007 -1.571 -2.288 0.08
H 2.514 -0.687 -2.498 0.07
H 1.406 -0.866 -3.875 0.07
O 0.585 -3.753 0.787 -0.51
S -0.738 -4.391 1.074 -0.01
O -1.780 -3.579 0.385 -0.51
O -0.786 -5.807 0.757 -0.43
S -1.018 -3.991 3.067 0.18
I -2.785 -0.308 2.111 -0.05
```

Computed properties:
- Relative energy (zero: lowest compared OMol25 entry of this formula, charge and spin): 0.000 eV
- Spin multiplicity: 3
- Max |F|: 0.647 eV/A
- HOMO energy (alpha / beta): -1.314 / -1.745 eV
- Total charge: -2

---

[5]
Formula: C12H18ClCoIN2OPS
Source: OMol25
Level of theory: ωB97M-V/def2-TZVPD

Geometry as XYZ:
```
38
Properties=species:S:1:pos:R:3:lowdin_charge:R:1
C 1.410 -1.093 -0.456 -0.36
I 1.273 1.346 -0.750 1.01
H 1.136 -0.978 -1.517 0.00
H 0.531 -1.093 0.205 0.03
H 1.815 -2.119 -0.394 0.10
Co -3.019 -0.367 -2.661 0.24
P -1.006 0.126 -3.299 0.76
C 0.380 0.548 -4.431 -0.22
C -1.780 -1.297 -4.207 -0.25
H -3.379 0.960 -3.629 0.05
H -2.200 1.407 -4.961 0.09
H -2.123 2.276 -3.411 0.09
C -2.321 1.305 -3.877 -0.24
H -2.862 -1.486 -3.907 0.05
H -1.707 -1.073 -5.276 0.09
H -0.007 0.560 -5.457 0.07
H 1.164 -0.215 -4.335 0.07
H -1.173 -2.184 -3.996 0.09
H 0.788 1.528 -4.160 0.05
C 2.442 -0.190 0.049 -0.82
O 3.473 -0.273 0.642 0.11
Cl -3.458 -0.695 -0.593 0.15
N -1.633 -1.724 1.879 0.16
C -0.747 -1.059 2.642 -0.60
N 0.232 -0.298 2.204 0.12
C 0.937 0.286 3.245 -0.22
C 1.985 1.214 3.144 0.03
C 2.543 1.757 4.299 0.00
C 2.068 1.385 5.566 0.02
C 1.026 0.455 5.689 -0.03
C 0.472 -0.089 4.536 -0.41
S -0.842 -1.242 4.395 1.16
H -2.344 -2.240 2.384 0.12
H -1.906 -1.358 0.961 0.00
H 2.338 1.480 2.149 0.08
H 3.357 2.478 4.212 0.13
H 2.510 1.824 6.461 0.14
H 0.629 0.142 6.652 0.13
```

Computed properties:
- Relative energy (zero: lowest compared OMol25 entry of this formula, charge and spin): 1.559 eV
- Spin multiplicity: 5
- Max |F|: 6.208 eV/A
- HOMO energy (alpha / beta): -14.202 / -14.178 eV
- Total charge: +2

---

[6]
Formula: C12H18ClIInN2O3P
Source: OMol25
Level of theory: ωB97M-V/def2-TZVPD

Geometry as XYZ:
```
39
Properties=species:S:1:pos:R:3:lowdin_charge:R:1
C 0.167 -0.795 -1.075 -0.12
C 1.268 -0.077 -1.865 -0.98
H 0.382 -1.872 -1.044 0.12
H -0.844 -0.658 -1.484 0.00
H 0.138 -0.407 -0.053 0.03
O 2.339 -0.763 -2.187 -0.12
I 1.958 1.744 -0.810 1.06
In -2.845 1.510 0.580 0.81
P 0.407 0.805 -3.367 0.84
C 1.670 1.548 -4.377 -0.18
C -0.333 -0.539 -4.310 -0.15
H -1.685 1.559 -2.348 0.00
H -1.278 2.354 -3.889 0.09
H -0.432 2.847 -2.407 0.04
C -0.863 1.993 -2.937 -0.20
H -1.325 -0.781 -3.913 0.07
H -0.443 -0.200 -5.345 0.08
H 1.334 1.501 -5.416 0.08
H 2.611 1.000 -4.280 0.08
H 0.308 -1.430 -4.302 0.09
H 1.831 2.600 -4.121 0.07
C 4.028 -0.303 -0.844 -0.08
O 4.808 -1.127 -0.960 0.13
Cl -3.431 -0.327 -0.840 0.04
N 0.674 -0.813 6.288 0.18
C -0.203 -1.584 5.561 -0.46
O -0.602 -2.666 5.971 0.10
C -0.635 -0.996 4.246 -0.07
C 0.070 0.039 3.604 0.03
C -0.510 0.669 2.509 -0.13
N -1.686 0.236 1.998 -0.14
C -2.290 -0.877 2.492 -0.09
C -1.771 -1.520 3.613 0.06
H 0.837 -1.117 7.237 0.13
H 0.807 0.166 6.095 0.10
H 1.038 0.377 3.955 0.13
H -0.049 1.544 2.042 0.10
H -3.184 -1.234 1.970 0.11
H -2.267 -2.407 4.013 0.15
```

Computed properties:
- Relative energy (zero: lowest compared OMol25 entry of this formula, charge and spin): 0.732 eV
- Spin multiplicity: 1
- Max |F|: 3.536 eV/A
- HOMO energy (alpha / beta): -15.292 / -15.293 eV
- Total charge: +2

---

[7]
Formula: C12H18F18NaO9P3
Source: OMol25
Level of theory: ωB97M-V/def2-TZVPD

Geometry as XYZ:
```
61
Properties=species:S:1:pos:R:3:lowdin_charge:R:1
Na -0.135 1.469 1.068 0.43
P -2.943 1.905 2.818 0.17
F -2.191 1.377 4.119 -0.13
F -2.300 0.676 1.946 -0.17
F -4.244 1.012 3.185 -0.17
F -3.728 2.410 1.478 -0.17
F -3.533 3.174 3.616 -0.15
F -1.672 2.800 2.336 -0.15
P 2.302 0.465 -1.587 0.19
F 1.393 0.592 -2.942 -0.18
F 3.393 1.463 -2.230 -0.15
F 1.492 1.715 -0.940 -0.13
F 3.189 0.294 -0.265 -0.12
F 1.183 -0.538 -0.964 -0.15
F 3.060 -0.816 -2.258 -0.18
P 2.145 3.553 2.495 0.13
F 1.071 3.508 1.256 -0.18
F 1.246 2.425 3.234 -0.16
F 3.005 2.389 1.784 -0.16
F 3.174 3.573 3.736 -0.17
F 3.028 4.656 1.710 -0.17
F 1.306 4.730 3.178 -0.15
C 5.084 -2.903 2.176 -0.03
C 4.006 -2.385 1.281 -0.32
C 2.984 -3.402 0.748 -0.11
O 1.741 -2.764 0.883 0.06
C 1.883 -1.639 1.634 -0.56
O 0.991 -0.926 1.931 0.18
O 3.172 -1.454 1.984 0.09
H 5.792 -3.529 1.625 0.08
H 4.662 -3.538 2.963 0.09
H 5.634 -2.095 2.653 0.09
H 4.420 -1.817 0.441 0.15
H 3.018 -4.322 1.350 0.13
H 3.260 -3.702 -0.262 0.13
C 0.083 2.236 -4.895 -0.03
C -1.166 1.820 -4.173 -0.30
C -1.405 0.312 -4.156 -0.10
O -2.059 0.100 -2.902 0.07
C -1.642 1.095 -2.073 -0.55
O -1.818 1.118 -0.904 0.17
O -0.946 2.016 -2.754 0.08
H -0.095 2.117 -5.979 0.09
H 0.899 1.556 -4.661 0.07
H 0.340 3.282 -4.766 0.09
H -2.056 2.374 -4.483 0.15
H -0.420 -0.170 -4.095 0.13
H -1.943 -0.123 -4.993 0.13
C -1.767 -2.028 0.397 -0.01
C -3.192 -2.216 0.848 -0.27
C -4.124 -1.044 0.569 -0.06
O -5.318 -1.681 0.022 0.07
C -5.036 -2.946 -0.312 -0.61
O -5.802 -3.703 -0.834 0.11
O -3.769 -3.252 -0.004 0.07
H -1.294 -1.158 0.857 0.06
H -1.809 -1.872 -0.681 0.09
H -1.109 -2.857 0.654 0.08
H -3.269 -2.529 1.891 0.16
H -3.757 -0.347 -0.185 0.12
H -4.411 -0.454 1.430 0.11
```

Computed properties:
- Relative energy (zero: lowest compared OMol25 entry of this formula, charge and spin): 0.000 eV
- Spin multiplicity: 1
- Max |F|: 1.552 eV/A
- HOMO energy: -6.401 eV
- Total charge: -2

---

[8]
Formula: C12H18F3O10V
Source: OMol25
Level of theory: ωB97M-V/def2-TZVPD

Geometry as XYZ:
```
44
Properties=species:S:1:pos:R:3:lowdin_charge:R:1
O -32.579 -7.176 -9.197 -0.32
V -33.816 -7.053 -8.224 1.16
O -33.474 -5.988 -7.139 -0.29
C -38.873 -4.835 -7.610 -0.39
O -37.916 -3.847 -7.468 -0.10
O -38.122 -5.916 -8.283 -0.18
C -39.715 -5.089 -6.321 -0.61
F -40.419 -6.249 -6.322 0.13
F -38.947 -5.104 -5.234 0.15
F -40.548 -4.100 -6.171 0.16
C -38.196 -2.420 -7.152 -0.23
C -37.079 -1.743 -6.453 -0.10
H -37.332 -0.691 -6.320 0.08
H -36.921 -2.071 -5.425 0.08
H -36.266 -1.758 -7.179 0.08
H -39.081 -2.221 -6.548 0.11
H -38.114 -1.917 -8.116 0.12
H -39.572 -4.490 -8.372 0.15
C -26.470 -11.371 -0.802 -0.02
C -26.902 -10.196 -1.686 -0.34
C -25.725 -9.599 -2.503 -0.04
O -26.412 -9.361 -3.724 0.15
C -27.532 -9.859 -3.791 -0.75
O -28.319 -9.824 -4.652 0.19
O -27.811 -10.448 -2.668 0.11
H -25.609 -11.270 -0.141 0.09
H -26.506 -12.300 -1.370 0.09
H -27.158 -11.628 0.002 0.08
H -27.400 -9.363 -1.189 0.16
H -24.966 -10.379 -2.442 0.13
H -25.510 -8.711 -1.908 0.14
C -28.514 -2.382 -9.132 -0.03
C -27.052 -2.886 -9.288 -0.22
C -26.839 -4.419 -9.822 -0.04
O -25.819 -4.160 -10.814 0.02
C -25.742 -2.817 -11.172 -0.57
O -25.035 -2.372 -12.058 0.13
O -26.517 -2.136 -10.406 0.08
H -29.183 -2.986 -8.518 0.08
H -28.972 -2.032 -10.057 0.09
H -28.624 -1.461 -8.560 0.07
H -26.457 -2.699 -8.394 0.14
H -27.784 -4.772 -10.234 0.12
H -26.412 -5.033 -9.029 0.12
```

Computed properties:
- Relative energy (zero: lowest compared OMol25 entry of this formula, charge and spin): 3.632 eV
- Spin multiplicity: 1
- Max |F|: 8.589 eV/A
- HOMO energy: -7.568 eV